Record 1
This record from the OMol25 dataset describes 2 unconnected molecules or ions with the total composition C4H10N2O in a non-equilibrium geometry. The level of theory is ωB97M-V with the def2-TZVPD basis set.

Each line ends with the Löwdin charge.
CARTESIAN COORDINATES (ANGSTROEM)
C 1.5586 0.8066 0.9467  -0.09
N -1.5092 -1.1557 1.1250  -0.04
C 0.1231 0.4078 0.7599  -0.29
N -0.1433 -0.9039 0.8953  -0.11
H -1.5831 -2.1032 1.4904  0.07
H -1.8826 -0.5443 1.8555  0.07
H -0.6108 1.1509 1.1093  0.12
H 1.8037 0.7403 2.0102  0.08
H 1.7154 1.8354 0.6173  0.07
H 2.2089 0.1390 0.3775  0.08
C -0.4916 -0.3504 -1.5424  -0.31
C -0.1907 0.9931 -1.5353  -0.02
O 0.4202 -1.2564 -1.9295  0.02
H 0.2832 -2.0530 -1.3841  0.11
H -1.4814 -0.7229 -1.2994  0.10
H 0.7811 1.3089 -1.8936  0.07
H -1.0012 1.7078 -1.6028  0.06

Forces on atoms 1 to 6 (eV/Å):
C -0.129 0.137 -0.846
N -0.338 -0.341 0.247
C -0.038 -3.920 3.151
N 0.725 3.384 0.547
H 0.048 0.224 -0.190
H 0.074 -0.054 -0.255

Summary:
Relative energy (zero: lowest compared OMol25 entry of this formula, charge and spin) in eV: 4.514
LUMO level in eV: 1.15
Charge: 0
Total energy in a.u.: -343.03558
Gap between HOMO and LUMO in eV: 8.68
Spin multiplicity: 1
E_HOMO in hartree: -0.27685

Record 2
This record from the OMol25 dataset describes 3 unconnected molecules or ions with the total composition C9H12S2 in a non-equilibrium geometry. The level of theory is ωB97M-V with the def2-TZVPD basis set.

Each line ends with the Löwdin charge.
CARTESIAN COORDINATES (ANGSTROEM)
C 2.0977 -3.3485 0.2655  -0.10
C 2.9401 -2.2895 -0.0781  -0.10
C 0.8469 -3.0854 0.7241  -0.09
C 2.5815 -0.9750 0.0181  -0.05
C 0.4073 -1.7583 0.7900  -0.03
C 1.2661 -0.7145 0.4353  -0.35
C -4.3653 0.6955 0.0960  -0.09
C -3.1155 1.1130 0.0602  -0.12
C 0.7260 0.6130 0.5650  -0.62
S -0.2780 4.7043 -0.0791  0.21
S 0.1406 1.5095 -0.8603  0.67
H 2.4614 -4.3822 0.1934  0.11
H 3.9405 -2.4396 -0.6045  0.13
H 0.1747 -3.9071 0.8865  0.10
H 3.2205 -0.1313 -0.2834  0.12
H -0.6219 -1.4641 0.9990  0.11
H -5.1119 0.4432 -0.5880  0.02
H -4.7015 -0.0897 0.9089  0.08
H -2.2570 1.0679 0.7751  0.03
H -2.6128 1.5799 -0.8416  0.03
H 1.6345 1.1447 1.0037  0.12
H 0.0075 0.7278 1.3784  0.07
H -1.0891 4.5429 1.0588  -0.26

Forces on atoms 1 to 6 (eV/Å):
C 1.550 -0.392 -0.166
C 2.448 -0.460 -1.556
C -1.199 0.619 -0.100
C -1.367 0.741 0.155
C 0.435 0.015 -0.547
C -0.403 -2.322 0.028

Summary:
Relative energy (zero: lowest compared OMol25 entry of this formula, charge and spin) in eV: 0.229
LUMO level (spin up / spin down) in eV: 0.69 / -2.33
Charge: 0
Total energy in a.u.: -1146.32423
<S²>: 2.01
Gap between HOMO and LUMO (spin up / spin down) in eV: 9.88 / 6.86
Spin multiplicity: 3
E_HOMO (spin up / spin down) in hartree: -0.33786 / -0.33769

Record 3
This record from the OMol25 dataset describes 2 unconnected molecules or ions with the total composition CH4OS2 in a non-equilibrium geometry. The level of theory is ωB97M-V with the def2-TZVPD basis set.

Each line ends with the Löwdin charge.
CARTESIAN COORDINATES (ANGSTROEM)
S 0.9790 3.7708 -1.8975  0.20
S 1.5229 4.9462 -0.2798  0.19
H -0.3458 4.0369 -1.8977  -0.21
H 2.0103 3.9857 0.5753  -0.19
O 0.0895 -4.4117 1.0573  -0.02
C -1.0793 -4.1971 0.8630  -0.14
H -1.3664 -3.6895 -0.0769  0.08
H -1.8101 -4.4413 1.6563  0.08

Forces on atoms 1 to 6 (eV/Å):
S -0.046 0.120 0.034
S 0.331 -0.352 0.318
H 0.228 -0.123 0.230
H -0.513 0.355 -0.583
O -0.211 -0.133 -0.023
C 0.956 0.274 0.235

Summary:
Relative energy (zero: lowest compared OMol25 entry of this formula, charge and spin) in eV: 0.676
LUMO level in eV: 0.30
Charge: 0
Total energy in a.u.: -912.06671
Gap between HOMO and LUMO in eV: 9.53
Spin multiplicity: 1
E_HOMO in hartree: -0.33927